{
  "formula": "C15H60BN30O14S",
  "method": "the ωB97M-V functional and the def2-TZVPD basis",
  "species": ["N", "B", "N", "C", "S", "H", "H", "H", "H", "C", "O", "N", "N", "H", "H", "H", "H", "C", "O", "N", "N", "H", "H", "H", "H", "C", "O", "N", "N", "H", "H", "H", "H", "C", "O", "N", "N", "H", "H", "H", "H", "C", "O", "N", "N", "H", "H", "H", "H", "C", "O", "N", "N", "H", "H", "H", "H", "C", "O", "N", "N", "H", "H", "H", "H", "C", "O", "N", "N", "H", "H", "H", "H", "C", "O", "N", "N", "H", "H", "H", "H", "C", "O", "N", "N", "H", "H", "H", "H", "C", "O", "N", "N", "H", "H", "H", "H", "C", "O", "N", "N", "H", "H", "H", "H", "C", "O", "N", "N", "H", "H", "H", "H", "C", "O", "N", "N", "H", "H", "H", "H"],
  "positions_angstrom": [[7.474, 0.471, 2.553], [8.097, 0.163, 1.195], [6.993, -0.345, 0.202], [7.129, 0.339, -0.897], [7.756, 1.034, -2.315], [7.125, -0.371, 3.036], [8.135, 1.006, 3.141], [8.553, 1.143, 0.660], [9.007, -0.621, 1.243], [4.117, 3.406, -2.084], [5.025, 4.215, -1.960], [2.810, 3.768, -2.066], [4.333, 2.081, -2.249], [2.048, 3.121, -2.166], [2.607, 4.747, -1.945], [5.294, 1.768, -2.268], [3.598, 1.404, -2.351], [3.755, -0.050, 3.470], [4.524, -0.904, 3.897], [2.408, -0.162, 3.583], [4.184, 1.076, 2.853], [1.756, 0.523, 3.243], [2.055, -0.986, 4.038], [5.185, 1.194, 2.752], [3.569, 1.789, 2.497], [-1.285, -0.840, 3.794], [-0.381, -0.021, 3.906], [-2.591, -0.495, 3.819], [-1.058, -2.166, 3.635], [-3.344, -1.151, 3.729], [-2.804, 0.480, 3.936], [-0.096, -2.469, 3.611], [-1.787, -2.850, 3.541], [0.400, -2.851, 0.008], [0.343, -3.957, 0.541], [1.008, -2.647, -1.184], [-0.138, -1.746, 0.561], [1.065, -1.752, -1.636], [1.424, -3.449, -1.631], [-0.600, -1.854, 1.449], [-0.102, -0.834, 0.141], [1.021, 4.003, 1.398], [1.784, 3.149, 1.818], [-0.325, 3.897, 1.503], [1.453, 5.134, 0.789], [-0.970, 4.588, 1.163], [-0.685, 3.070, 1.950], [2.450, 5.250, 0.691], [0.842, 5.848, 0.436], [-1.727, 1.476, -1.065], [-0.767, 0.743, -0.875], [-2.288, 2.215, -0.082], [-2.313, 1.614, -2.274], [-3.076, 2.822, -0.219], [-1.882, 2.141, 0.835], [-1.924, 1.078, -3.039], [-3.103, 2.212, -2.448], [4.205, -6.326, 1.622], [4.977, -7.177, 2.045], [2.859, -6.442, 1.732], [4.627, -5.197, 1.009], [2.207, -5.755, 1.392], [2.506, -7.269, 2.184], [5.622, -5.073, 0.908], [4.009, -4.488, 0.656], [-5.590, 0.496, 5.098], [-4.615, 0.738, 4.406], [-6.785, 1.111, 4.922], [-5.562, -0.411, 6.105], [-7.598, 0.926, 5.481], [-6.845, 1.793, 4.182], [-4.688, -0.892, 6.267], [-6.352, -0.626, 6.688], [-0.865, 1.900, -5.605], [-0.933, 0.798, -5.076], [-0.249, 2.106, -6.788], [-1.405, 3.011, -5.046], [-0.182, 3.005, -7.237], [0.166, 1.304, -7.236], [-1.874, 2.897, -4.159], [-1.362, 3.924, -5.461], [2.485, 4.294, -6.657], [1.491, 4.573, -7.320], [3.739, 4.615, -7.053], [2.417, 3.642, -5.474], [4.566, 4.396, -6.526], [3.833, 5.102, -7.930], [1.500, 3.386, -5.144], [3.220, 3.406, -4.918], [-4.522, -3.786, 4.938], [-3.619, -2.968, 5.054], [-5.831, -3.438, 4.961], [-4.292, -5.110, 4.777], [-6.586, -4.094, 4.867], [-6.044, -2.459, 5.079], [-3.329, -5.410, 4.756], [-5.018, -5.797, 4.681], [-5.374, -0.806, -3.124], [-5.449, 0.410, -3.207], [-6.284, -1.635, -3.693], [-4.379, -1.432, -2.456], [-6.240, -2.637, -3.636], [-7.041, -1.207, -4.200], [-3.682, -0.848, -2.019], [-4.300, -2.429, -2.376], [-2.549, 5.991, -2.495], [-2.612, 4.887, -1.974], [-1.933, 6.203, -3.682], [-3.090, 7.098, -1.932], [-1.870, 7.101, -4.127], [-1.518, 5.404, -4.131], [-3.558, 6.981, -1.048], [-3.049, 8.013, -2.345], [-0.636, -8.179, -0.041], [-1.120, -7.944, -1.138], [-0.172, -7.207, 0.778], [-0.520, -9.438, 0.452], [0.229, -7.381, 1.682], [-0.239, -6.255, 0.447], [-0.854, -10.191, -0.128], [-0.126, -9.653, 1.350]],
  "atomic_forces_ev_per_a": [[-0.2, 0.2, 0.4], [0.8, 1.1, 1.1], [-0.4, 3.8, -8.1], [0.9, -3.8, 4.6], [-1.7, -1.1, 2.1], [0.4, 0.7, -0.1], [-0.7, -0.7, -0.3], [0.4, 0.6, 0.4], [0.1, -0.9, -0.2], [0.8, -0.3, 0.2], [-0.3, 0.2, -0.1], [-1.0, 0.7, -0.2], [0.2, -0.3, -0.4], [0.1, 0.0, 0.2], [0.0, -0.3, 0.0], [0.1, 0.0, 0.0], [0.0, 0.1, 0.2], [0.4, 0.2, -0.2], [-0.1, -0.2, 0.2], [-0.4, -0.4, 0.1], [0.4, 0.4, -0.1], [0.0, -0.1, 0.1], [0.0, 0.3, -0.1], [0.2, -0.2, -0.1], [-0.1, -0.1, 0.0], [-0.3, 0.3, 0.1], [-0.1, 0.0, -0.1], [0.6, 0.4, -0.4], [0.8, -0.8, -0.3], [0.1, 0.0, 0.2], [0.0, -0.4, 0.0], [-0.2, 0.0, 0.0], [0.0, 0.1, 0.2], [-0.2, 0.7, 0.2], [0.1, -0.8, 0.2], [0.4, -0.5, -0.7], [-0.3, -0.2, 0.3], [-0.1, 0.0, 0.1], [-0.1, 0.2, 0.1], [0.1, 0.0, 0.0], [-0.1, 0.2, -0.1], [0.5, -0.5, 0.3], [-0.1, 0.1, -0.1], [-0.8, -0.2, 0.4], [0.6, 0.7, -0.4], [0.1, -0.1, -0.1], [0.3, 0.2, 0.1], [-0.2, -0.1, 0.0], [0.0, -0.1, 0.1], [-0.1, 0.2, 0.0], [0.3, -0.2, 0.0], [-0.3, 0.1, 0.8], [0.0, -0.3, -0.9], [0.1, 0.0, -0.2], [-0.2, -0.1, -0.3], [0.0, 0.0, 0.0], [-0.1, -0.1, 0.2], [0.5, 0.0, 0.1], [-0.1, -0.1, 0.0], [-0.9, -0.3, 0.2], [0.4, 0.3, -0.4], [0.1, 0.1, 0.0], [0.2, 0.2, -0.1], [-0.2, 0.1, 0.1], [0.0, 0.0, 0.1], [0.4, 0.3, -0.2], [-1.2, 0.5, 0.3], [-0.6, 0.5, -0.4], [0.3, -0.8, 0.4], [0.1, 0.0, 0.0], [0.0, -0.2, 0.2], [0.0, 0.0, 0.0], [0.1, 0.2, 0.0], [0.1, -0.5, -0.4], [-0.1, 0.1, 0.3], [0.2, -0.3, -0.6], [-0.4, 0.7, 0.8], [0.3, 0.1, 0.1], [-0.1, 0.2, 0.1], [0.2, 0.2, -0.1], [0.0, -0.2, -0.3], [0.0, -0.2, 0.3], [-0.3, 0.1, -0.2], [0.5, 0.4, -0.6], [-0.4, -0.2, 0.3], [-0.1, 0.0, 0.0], [0.0, -0.1, 0.2], [0.2, 0.0, 0.0], [0.0, 0.1, 0.0], [0.1, 0.0, 0.0], [-0.2, -0.1, 0.0], [-0.7, 0.5, 0.1], [0.5, -0.6, 0.0], [0.1, 0.0, 0.0], [0.1, -0.1, -0.1], [-0.2, 0.0, 0.0], [0.1, 0.1, 0.0], [0.3, 0.4, 0.1], [-0.1, 0.1, 0.0], [-0.8, -0.3, -0.5], [0.6, 0.0, 0.5], [0.1, 0.1, 0.0], [0.2, -0.1, 0.1], [-0.1, -0.1, -0.1], [0.0, 0.1, 0.0], [0.0, -0.3, 0.1], [-0.1, 0.0, 0.0], [0.3, -0.2, -0.7], [-0.4, 0.4, 0.6], [0.0, -0.1, 0.1], [0.0, 0.2, 0.2], [0.1, 0.0, -0.2], [0.0, -0.1, 0.0], [0.0, 0.4, -0.3], [0.0, -0.2, 0.1], [-0.1, 0.6, 0.1], [-0.1, -1.0, 0.1], [-0.1, 0.0, -0.1], [0.1, 0.1, 0.1], [0.1, 0.2, 0.1], [0.0, 0.1, -0.1]],
  "spin_multiplicity": 1,
  "energy_ha": -3727.29000,
  "charge": -1,
  "fmax_ev_per_a": 8.963,
  "gap_ev": 4.70,
  "e_lumo_ha": 0.0399
}